[1]
Formula: C2H6SSi
Source: the Open Molecules 2025 dataset
Level of theory: the ωB97M-V functional and the def2-TZVPD basis

The geometry in XYZ format:
```
10
Properties=species:S:1:pos:R:3:lowdin_charge:R:1
S -1.4769 -0.2876 -2.3851 0.593
Si 0.2869 1.9363 0.1685 0.717
C -0.6337 -0.4818 -1.0410 -0.832
C -0.2757 -1.7556 -0.3969 -0.241
H 0.0329 -2.4901 -1.1440 0.073
H -1.1649 -2.1485 0.1001 0.079
H -0.9414 2.4296 0.7671 -0.149
H 0.5112 -1.6312 0.3430 0.056
H 0.8645 2.7577 -0.8787 -0.144
H 1.2437 1.3962 1.1250 -0.152
```

The value obtained for the HOMO-LUMO gap is 0.258 Eh. The calculation puts the total energy at -20880.412 eV. The calculation puts the maximum force at 3.29 eV Å⁻¹. As for the energy relative to the best compared isomer or geometry (same formula, charge and spin): 97.6 kcal/mol. The charge is 0. As for the spin multiplicity: 1. For the lowest unoccupied orbital energy, the calculation gives -0.31 eV.

---

[2]
Formula: C50H62F5N11O5S
Source: the Open Molecules 2025 dataset
Level of theory: the ωB97M-V functional and the def2-TZVPD basis

The geometry in XYZ format:
```
134
Properties=species:S:1:pos:R:3:lowdin_charge:R:1
S -4.6845 1.0755 -1.9377 0.829
F -2.4117 -1.8139 3.7634 0.016
F -4.8154 2.6208 -2.6396 -0.234
F -1.9955 -2.0810 6.0391 0.033
F -4.0139 -1.1387 5.4141 0.024
F -7.8970 1.8061 2.8842 -0.123
O 2.1359 3.9316 1.6547 -0.213
O -5.9175 0.2505 -2.2145 -0.324
O -0.4750 2.7377 3.3648 0.003
O -1.9369 2.7471 -1.9510 -0.151
O -3.5274 0.3789 -2.6615 -0.322
N -2.1978 3.8700 -3.0612 0.097
N 2.0070 -4.9595 -0.8351 0.117
N -0.6000 -10.0974 0.2273 0.121
N 3.5747 -5.9363 -4.9989 0.138
N 1.6849 -9.1575 -1.9961 0.119
N 4.3673 2.7053 -0.5169 0.160
N 1.6019 -0.1211 2.9548 0.160
N 7.3902 0.0605 -2.4912 0.091
N 4.3040 7.5263 4.2706 0.121
N -5.4180 6.7252 5.2710 0.102
N 3.7695 -1.5974 -6.9714 0.125
C 3.2970 -9.1149 0.1788 -0.060
C -6.6881 0.2042 0.7904 -0.164
C -5.9158 6.0324 4.4322 -0.244
C 5.4656 3.3057 -2.9103 -0.055
C 2.4515 -7.5103 -6.8856 -0.061
C -0.8327 2.3276 2.2098 -0.192
C 0.0564 -6.6690 -1.5912 -0.077
C 6.2974 -0.2631 -2.1236 -0.239
C 4.8540 2.9722 -1.5772 -0.199
C -8.2603 2.2885 1.5619 -0.152
C 0.9570 -0.3112 -1.3129 -0.001
C 1.8630 2.4919 1.5581 -0.167
C -2.7634 1.7447 0.3029 0.042
C -7.6267 1.4511 0.3351 -0.164
C 2.1225 0.9044 -3.4646 -0.029
C -1.9117 0.2616 5.0452 -0.053
C 1.2648 -1.7569 -1.9263 -0.018
C 3.0774 -6.6338 -5.8348 -0.218
C 2.2306 -3.3463 -3.9197 -0.124
C 3.8864 8.2243 5.1606 -0.233
C -6.5420 5.1612 3.3772 -0.086
C -1.5420 -8.5351 2.2208 -0.069
C 1.9968 -1.8336 -3.3401 -0.199
C 4.9237 -0.6686 -1.6628 -0.068
C 0.8702 -2.6602 2.3918 -0.053
C 2.3976 4.2095 4.2142 -0.215
C -2.5975 -1.1963 5.0728 -0.322
C 0.3107 2.3860 1.0509 -0.015
C 4.5607 -4.0431 -7.7974 -0.068
C -3.2996 1.3529 3.0051 -0.073
C 3.3710 9.0992 6.2709 -0.074
C 1.3607 1.0110 -2.0799 -0.144
C -2.9894 1.4038 4.5809 -0.149
C -4.7387 0.8388 2.5750 0.050
C -2.3272 1.7979 1.8477 0.035
C 2.4480 -0.5164 -4.1103 -0.038
C 2.3959 -9.1417 -1.0252 -0.234
C 1.0370 2.4829 -1.5231 -0.109
C 1.1834 5.2822 4.3407 -0.133
C 3.0797 4.2240 2.7177 -0.225
C -1.0171 -9.4052 1.1106 -0.237
C 1.1421 -5.7171 -1.1702 -0.225
C -1.6496 2.2900 -0.7370 -0.121
C -2.3244 4.8013 -3.8198 -0.057
C -0.0730 2.3723 -0.3327 -0.055
C 1.2776 -1.2463 2.7061 -0.188
C -2.4812 5.9625 -4.7657 -0.055
C -5.1667 0.7493 1.0324 -0.076
C 4.1200 -2.6807 -7.3373 -0.210
C -4.1997 1.1899 -0.1612 -0.125
H -3.9648 1.3719 5.2211 0.126
H -7.0745 4.3318 3.8477 0.067
H -0.9873 0.3310 4.3592 0.112
H 4.3677 -1.1178 -2.4875 0.042
H 0.2081 4.8210 4.7838 0.063
H -5.4738 0.5033 3.3876 0.105
H 3.2254 -7.9159 -7.5403 0.078
H -3.3302 5.7888 -5.4298 0.078
H 1.7477 -6.9283 -7.4839 0.078
H 0.9570 -2.7158 -1.3538 0.057
H 3.4960 5.3046 2.5872 0.113
H 1.9846 3.0701 -1.1765 0.098
H 0.0629 -6.7839 -2.6768 0.079
H -2.2197 -7.7820 1.8140 0.077
H 4.6502 -4.7133 -6.9401 0.038
H 2.8251 8.4943 6.9976 0.076
H -1.5767 6.0778 -5.3664 0.077
H 2.1105 3.1295 4.4953 0.091
H 1.2819 -2.9595 1.4253 0.058
H 4.2057 9.5924 6.7731 0.075
H -1.5749 0.5898 6.1124 0.146
H 2.4683 1.8326 -4.0751 0.092
H -0.7127 -8.0337 2.7237 0.075
H 3.2261 4.5499 4.9577 0.098
H 1.4648 6.1723 5.0263 0.052
H 4.0182 3.5312 2.6611 0.130
H -2.6529 6.8805 -4.2002 0.078
H 4.8942 2.8303 -3.7102 0.067
H 3.2627 -3.4828 -4.4014 0.044
H 1.3785 -3.4915 -4.7035 0.085
H -7.2472 5.7457 2.7829 0.075
H -7.0437 2.1693 -0.3498 0.103
H 0.9010 5.6286 3.2622 0.085
H 3.7167 -10.1079 0.3508 0.078
H 1.2458 -3.3351 3.1635 0.080
H -5.7685 4.7599 2.7189 0.076
H -2.5302 2.4537 4.8054 0.127
H 6.4960 2.9461 -2.9464 0.071
H 3.8291 -4.4537 -8.4963 0.075
H 0.4177 -0.3024 -0.2988 0.079
H -6.7462 -0.6200 -0.0092 0.109
H 2.7297 -8.8102 1.0605 0.072
H -2.0824 -9.1453 2.9472 0.078
H -7.8583 3.3791 1.4645 0.107
H 4.3765 0.2069 -1.3065 0.041
H 0.2180 -7.6439 -1.1297 0.010
H 2.9898 -0.5688 -5.1358 0.046
H 5.0036 -1.3927 -0.8494 0.082
H 1.9179 -8.3360 -6.4107 0.080
H -0.9171 -6.2840 -1.2795 0.077
H 2.0678 -4.1126 -3.0727 0.024
H 5.4597 4.3870 -3.0618 0.078
H -7.0572 -0.2915 1.7807 0.119
H -0.2187 -2.7331 2.3536 0.067
H 5.5291 -3.9712 -8.2966 0.079
H -9.4131 2.3851 1.4685 0.126
H 4.1119 -8.4065 0.0169 0.081
H 2.7006 9.8589 5.8645 0.077
H -8.4779 1.0046 -0.3250 0.125
H 0.5543 3.1682 -2.3373 0.121
H 1.9161 1.9829 2.5924 0.066
H 2.6141 2.0544 0.7958 0.088
```

The value obtained for the HOMO-LUMO gap is 0.233 Eh. The calculation puts the total energy at -103879.814 eV. The calculation puts the maximum force at 16.28 eV Å⁻¹. The charge is 0. As for the spin multiplicity: 1. For the lowest unoccupied orbital energy, the calculation gives -1.25 eV.

---

[3]
Formula: C4H11NO2
Source: the Open Molecules 2025 dataset
Level of theory: the ωB97M-V functional and the def2-TZVPD basis

The geometry in XYZ format:
```
18
Properties=species:S:1:pos:R:3:lowdin_charge:R:1
O 1.9579 -4.4540 -1.2571 -0.095
O 0.0599 -1.3257 -2.6135 0.023
N -1.8729 1.5599 0.0536 0.109
C -1.2992 2.2985 2.3280 0.037
C 0.4076 1.3043 0.7740 -0.159
C 1.0299 0.0854 0.7006 0.005
C -0.9609 1.7420 1.1170 -0.399
H 0.4529 -0.7968 1.0489 0.062
H 0.8641 2.0434 0.0755 0.109
H 2.5141 -3.7994 -1.8604 0.103
H -0.8493 -1.2686 -2.6729 0.003
H -1.6357 1.3211 -0.8300 0.037
H -2.1949 2.6428 2.6102 -0.009
H 0.4511 -2.0873 -2.3630 -0.040
H 2.3810 -4.0824 -0.4929 0.005
H -0.6988 2.7008 3.1323 0.052
H -2.6296 2.2129 0.0687 0.087
H 2.0228 -0.0968 0.1811 0.072
```

The value obtained for the HOMO-LUMO gap is 0.315 Eh. The calculation puts the total energy at -9908.404 eV. The calculation puts the maximum force at 5.23 eV Å⁻¹. As for the energy relative to the best compared isomer or geometry (same formula, charge and spin): 88.5 kcal/mol. The charge is 0. As for the spin multiplicity: 1. For the lowest unoccupied orbital energy, the calculation gives 0.43 eV. The SMILES is C=CC(=C)N.O.O.